# 1
{
  "formula": "C20H44F18N4O8P2",
  "method": "ωB97M-V/def2-TZVPD",
  "lumo_ev": -4.859,
  "total_charge": 1,
  "multiplicity": 2,
  "orbital_gap_ev": 4.740,
  "e_homo_ha": -0.353,
  "species": ["C", "C", "O", "N", "H", "H", "C", "H", "H", "H", "H", "H", "H", "C", "C", "O", "N", "H", "H", "C", "H", "H", "H", "H", "H", "H", "C", "C", "O", "N", "H", "H", "C", "H", "H", "H", "H", "H", "H", "C", "C", "O", "N", "H", "H", "C", "H", "H", "H", "H", "H", "H", "C", "O", "O", "C", "F", "F", "F", "C", "C", "H", "H", "H", "H", "H", "H", "C", "O", "O", "C", "F", "F", "F", "C", "C", "H", "H", "H", "H", "H", "H", "P", "F", "F", "F", "F", "F", "F", "P", "F", "F", "F", "F", "F", "F"],
  "coordinates": [[10.496, -0.041, -19.418], [11.471, 0.305, -18.343], [11.259, 0.256, -17.114], [12.792, 0.917, -18.879], [12.900, 0.528, -19.805], [12.626, 1.913, -18.876], [13.976, 0.487, -17.967], [9.638, -0.521, -18.946], [10.892, -0.664, -20.220], [10.118, 0.860, -19.903], [14.837, 1.028, -18.359], [14.222, -0.558, -18.158], [13.620, 0.642, -16.948], [16.640, 3.759, -14.550], [17.060, 3.337, -13.152], [18.016, 3.737, -12.489], [16.024, 2.393, -12.524], [15.948, 1.471, -12.930], [16.385, 2.213, -11.598], [14.689, 3.154, -12.620], [17.265, 4.568, -14.928], [15.642, 4.152, -14.749], [16.550, 2.783, -15.028], [14.073, 2.819, -11.786], [14.282, 2.795, -13.565], [14.840, 4.233, -12.601], [11.431, -0.181, -14.155], [11.520, -0.449, -12.663], [12.039, 0.356, -11.885], [10.994, -1.793, -12.218], [10.665, -1.796, -11.263], [10.131, -2.093, -12.648], [12.049, -2.887, -12.453], [12.175, 0.550, -14.468], [10.445, 0.109, -14.518], [11.750, -1.101, -14.645], [12.387, -2.921, -13.489], [11.488, -3.799, -12.250], [12.955, -2.872, -11.848], [18.615, -5.364, -16.604], [18.136, -3.935, -16.204], [18.866, -3.128, -15.709], [16.663, -3.635, -16.249], [16.115, -4.432, -15.955], [16.666, -2.935, -15.522], [16.216, -3.144, -17.636], [19.699, -5.467, -16.560], [18.255, -5.560, -17.614], [18.154, -6.054, -15.897], [15.214, -2.752, -17.464], [16.134, -4.028, -18.269], [16.870, -2.448, -18.161], [13.948, -6.180, -15.575], [13.495, -4.858, -15.850], [15.303, -6.264, -16.029], [13.613, -6.424, -14.100], [14.292, -5.552, -13.349], [12.308, -6.319, -13.780], [13.930, -7.635, -13.698], [13.045, -4.552, -17.222], [12.279, -3.186, -17.225], [12.047, -2.768, -18.205], [11.404, -3.293, -16.583], [12.837, -2.417, -16.691], [12.301, -5.288, -17.527], [13.820, -4.623, -17.985], [13.353, -6.896, -16.141], [18.762, 3.598, -18.139], [19.270, 2.210, -18.001], [19.985, 4.262, -18.289], [17.660, 3.616, -19.329], [16.731, 4.413, -18.880], [18.131, 4.146, -20.506], [17.136, 2.444, -19.524], [18.343, 1.400, -17.159], [18.919, -0.055, -17.150], [18.305, -0.826, -16.685], [19.084, -0.401, -18.171], [19.899, 0.114, -16.702], [17.299, 1.274, -17.446], [18.339, 1.831, -16.157], [18.363, 3.779, -17.141], [15.548, -0.535, -14.469], [15.854, -0.571, -16.080], [16.384, -1.866, -14.239], [16.903, 0.356, -14.345], [15.339, -0.495, -12.833], [14.561, 0.800, -14.750], [14.204, -1.489, -14.673], [17.695, 0.047, -10.108], [16.712, 1.291, -10.228], [17.782, 0.026, -11.730], [18.937, 1.084, -9.928], [18.754, -1.122, -10.142], [17.648, -0.192, -8.503], [16.556, -1.097, -10.337]],
  "lowdin_spin": [0.000, 0.000, 0.000, 0.000, 0.000, 0.000, 0.000, 0.000, 0.000, 0.000, 0.000, 0.000, 0.000, 0.001, 0.000, 0.000, 0.000, 0.000, 0.000, 0.000, 0.000, 0.000, 0.000, 0.000, 0.000, 0.000, 0.000, 0.000, 0.000, 0.000, 0.000, 0.000, 0.000, 0.000, 0.000, 0.000, 0.000, 0.000, 0.000, 0.000, 0.000, 0.000, 0.000, 0.000, 0.000, 0.000, 0.000, 0.000, 0.000, 0.000, 0.000, 0.000, 0.000, 0.000, 0.000, 0.000, 0.000, 0.000, 0.000, 0.000, 0.000, 0.000, 0.000, 0.000, 0.000, 0.000, 0.000, 0.057, 0.041, 0.860, 0.003, 0.000, 0.000, 0.000, 0.004, 0.002, 0.001, 0.000, 0.000, 0.001, 0.001, 0.028, 0.000, 0.000, 0.000, 0.000, 0.000, 0.000, 0.000, 0.000, 0.000, 0.000, 0.000, 0.000, 0.000, 0.000]
}



# 2
{
  "formula": "C20H44GaNOP3S",
  "method": "ωB97M-V/def2-TZVPD",
  "lumo_ev": -10.551,
  "total_charge": 3,
  "de_lowest_kcal_mol": 0.0,
  "orbital_gap_ev": 5.447,
  "e_homo_ha": -0.588,
  "species": ["Ga", "P", "P", "P", "H", "C", "C", "H", "C", "C", "C", "C", "C", "C", "C", "C", "C", "H", "H", "H", "H", "H", "H", "H", "H", "H", "H", "H", "H", "H", "H", "H", "H", "H", "H", "H", "H", "H", "H", "H", "H", "H", "H", "H", "H", "H", "C", "C", "C", "C", "C", "C", "S", "H", "H", "H", "H", "H", "H", "C", "N", "C", "C", "O", "H", "H", "H", "H", "H", "H", "H"],
  "coordinates": [[-2.265, 0.697, -1.194], [2.298, -0.291, -0.472], [-1.223, -1.191, -3.132], [0.392, 1.123, 4.132], [-3.996, -0.288, 0.944], [-3.253, 0.457, 1.215], [-3.189, 1.575, 0.220], [-4.165, 1.823, -0.218], [2.909, -1.632, 0.640], [3.400, -0.631, -1.918], [3.256, 1.111, 0.252], [-2.244, -2.141, -4.329], [0.206, -0.883, -4.256], [-0.504, -2.610, -2.189], [-0.305, 1.898, 5.603], [0.735, 2.417, 2.936], [1.945, 0.361, 4.662], [-3.421, 0.809, 2.246], [-2.790, 2.509, 0.618], [3.988, -1.783, 0.507], [2.374, -2.559, 0.393], [2.693, -1.371, 1.684], [4.431, -0.762, -1.571], [3.347, 0.212, -2.622], [3.065, -1.546, -2.424], [4.329, 0.974, 0.069], [3.064, 1.179, 1.331], [2.927, 2.040, -0.232], [-2.040, -1.810, -5.357], [-3.297, -1.941, -4.110], [-2.060, -3.222, -4.253], [0.747, -1.810, -4.499], [0.906, -0.177, -3.796], [-0.164, -0.446, -5.192], [-0.269, -3.445, -2.869], [-1.231, -2.955, -1.441], [0.398, -2.277, -1.654], [0.463, 2.098, 6.364], [-1.052, 1.229, 6.049], [-0.772, 2.857, 5.341], [0.164, 3.315, 3.191], [0.388, 2.078, 1.953], [1.804, 2.647, 2.874], [2.224, 0.686, 5.674], [2.773, 0.621, 3.980], [1.810, -0.730, 4.678], [-1.767, -2.311, 1.307], [-0.994, -3.374, 1.868], [-1.323, -4.696, 1.550], [-2.426, -4.998, 0.742], [-3.171, -3.955, 0.178], [-2.789, -2.629, 0.402], [-1.547, -0.640, 1.740], [-0.500, 0.202, 3.472], [-0.155, -3.164, 2.539], [-0.748, -5.535, 1.960], [-2.686, -6.043, 0.575], [-4.018, -4.186, -0.451], [-3.327, -1.801, -0.058], [0.181, 4.623, -1.148], [0.469, 3.600, -2.151], [1.500, 3.863, -3.155], [-0.167, 2.452, -2.122], [-0.996, 2.225, -1.174], [0.659, 5.544, -1.493], [0.565, 4.324, -0.167], [-0.894, 4.777, -1.039], [2.483, 3.472, -2.855], [1.250, 3.383, -4.108], [1.581, 4.940, -3.311], [0.026, 1.710, -2.927]],
  "mulliken_charge": [0.519, 0.724, 0.625, 1.218, 0.545, -1.278, -0.280, 0.583, -1.109, -1.402, -0.837, -1.199, -1.003, -0.613, -1.227, -1.005, -1.166, 0.531, 0.346, 0.400, 0.354, 0.202, 0.517, 0.342, 0.341, 0.445, -0.021, 0.226, 0.439, 0.358, 0.377, 0.406, 0.020, 0.497, 0.579, 0.110, -0.175, 0.393, 0.413, 0.401, 0.492, 0.071, 0.456, 0.376, 0.366, 0.396, 1.445, -0.525, -0.602, -0.571, -0.860, -0.897, 0.102, -0.197, 0.444, 0.413, 0.421, 0.443, 0.130, -0.773, 0.151, -0.861, 0.453, -0.373, 0.361, 0.236, 0.311, 0.308, 0.366, 0.335, -0.013]
}